1.
The following is a quantum chemistry calculation of a 2-piece molecular cluster, C21H25N2O overall, from the OMol25 dataset.

Element x y z (Å)
O 3.20646 0.55652 2.70547
N 1.67174 1.06627 -2.73000
N 0.55331 0.47952 2.67546
C -0.88764 0.52503 2.87583
C -3.82943 -2.50235 0.49208
C -1.36003 -1.19150 0.14920
C -2.62433 -3.17872 0.73802
C 0.14384 0.92066 -4.76637
C -1.49545 -0.56429 -2.99863
C 1.59258 0.65020 -1.43762
C -1.89882 -0.33906 -4.31918
C 0.35665 0.00122 -1.22671
C 0.51679 0.69124 -3.43806
C -3.80158 -1.15622 0.07140
C 2.62807 1.80951 3.08206
C -0.09802 -0.49716 -0.00338
C -1.09273 0.40333 -5.20024
C -2.57951 -0.51689 -0.14200
C 2.80849 1.72724 -3.32893
C -0.30552 -0.02508 -2.53898
C 2.67481 -0.48337 3.54347
C -1.40113 -2.52629 0.60181
C 1.15101 -0.60253 3.44669
C 1.13416 1.82723 2.76726
H -2.63221 -4.21561 1.08445
H -1.38713 0.86171 1.95251
H 2.94303 -0.27297 4.60202
H -1.26501 -0.47998 3.12996
H 2.76143 1.98279 4.17769
H 3.17551 -1.39525 3.18811
H 0.81891 1.45013 -5.44607
H -1.11094 1.22748 3.70037
H 3.15829 2.55243 -2.70219
H -2.84260 -0.74970 -4.66404
H 3.64720 1.03315 -3.46126
H -1.41980 0.55330 -6.23293
H 3.15154 2.59283 2.51174
H 0.93566 2.32519 1.80046
H 0.63702 -0.56303 0.79588
H -2.11920 -1.12916 -2.31414
H -2.55333 0.50311 -0.55515
H 0.63841 2.38399 3.58702
H -4.74086 -0.60545 -0.08148
H 0.84987 -1.54989 2.94341
H 2.31332 0.91351 -0.67743
H 2.49970 2.11460 -4.29771
H -0.44961 -3.01529 0.81144
H -4.79644 -3.00616 0.64987
H 0.72355 -0.58618 4.47881

The calculation puts the gap between HOMO and LUMO at 6.3 eV. The value obtained for the molar mass is 321.444 g mol⁻¹. The value obtained for the total energy is -27202.569 eV. As for the net charge: +1. The value obtained for the relative energy (zero: lowest compared OMol25 entry of this formula, charge and spin) is 88.8 kJ/mol. For the lowest unoccupied orbital energy, the calculation gives -4.8196 eV. Its maximum force is 0.052 Eh/bohr. The HOMO energy is -11.1 eV.

Löwdin population analysis, charges in e, atoms 1 to 5: -0.152, -0.045, -0.264, -0.086, -0.047

---

2.
The following is a quantum chemistry calculation of C39H38N2O3V as an isolated structure, from the OMol25 dataset.

Element x y z (Å)
V -0.52160 0.27986 0.03072
O 0.93305 1.27524 0.58581
O -0.98699 0.62447 -1.39954
O -1.77987 0.40924 1.10400
N -0.17086 -1.67082 0.23624
N 2.29808 2.51703 1.86343
C 0.03899 -2.15384 -2.18644
C -0.06975 0.27848 -5.75823
C -0.07405 -0.33652 -4.53510
C 0.00917 -2.58854 -0.74732
C -3.46276 -0.78972 4.07649
C 0.21897 -4.31579 0.90547
C -3.97801 -3.73522 -1.24826
C 3.45327 3.73345 0.14623
C 1.12226 2.33453 1.30702
C -2.46499 2.14425 3.19222
C -2.73138 -3.38546 -1.71948
C -1.60319 -0.10871 2.55749
C 0.23795 -3.91192 -0.41995
C -5.02699 -2.51583 3.48833
C -1.45909 1.18353 3.33329
C -5.00964 -2.79452 -1.23317
C -3.34015 -1.83230 1.91137
C -0.02221 -3.37296 1.89749
C -1.22138 -1.03993 -4.07477
C -4.54525 -1.59505 4.40345
C -2.35194 -1.10483 -4.94623
C -0.32234 -0.97432 2.59428
C -2.34164 -0.48231 -6.17063
C -1.24989 -1.73046 -2.84666
C 0.96796 4.57794 0.49111
C 0.17660 3.47774 1.27502
C -1.20300 0.21081 -6.57620
C -2.85176 -0.90576 2.83096
C -4.79900 -1.50718 -1.70380
C -0.34030 2.62091 4.90986
C 3.49082 2.44203 0.96402
C -2.51490 -2.09962 -2.25232
C -1.33063 3.57654 4.75564
C -2.39651 3.33578 3.89097
C -4.42458 -2.62840 2.24112
C -0.19792 -2.05244 1.54502
C 2.08156 4.08638 -0.47036
C -3.56655 -1.16473 -2.23313
C -0.40009 1.42432 4.19864
H 0.42692 -2.98518 -2.78443
H 0.23677 5.14800 -0.07952
H 3.77907 4.56407 0.77931
H -5.60043 -0.78178 -1.67790
H 0.79972 -0.24551 -3.90569
H -4.80595 -3.34525 1.52718
H 2.32961 3.34133 2.45501
H -3.30728 1.94905 2.53945
H 4.38228 2.34924 1.57749
H 0.80085 0.82018 -6.10054
H -3.38803 -0.16319 -2.60311
H 0.47252 2.78625 5.60492
H 1.40219 5.27184 1.21310
H -2.90768 -1.92460 0.91965
H -0.07025 3.80716 2.28721
H 4.19489 3.65556 -0.65030
H 0.77684 -1.35794 -2.29224
H -1.18661 0.69221 -7.54598
H -3.19651 -1.72125 -4.67480
H -0.29073 -1.44031 3.57766
H -4.16135 -4.74558 -0.90760
H -3.18332 4.07020 3.78231
H 0.42094 -4.63101 -1.20670
H 3.39337 1.54878 0.35136
H -3.19738 -0.55890 -6.82642
H -0.75456 3.19397 0.78556
H -1.29103 4.49653 5.32343
H -5.98485 -3.07501 -0.85654
H 2.25634 4.90048 -1.17301
H -0.05848 -3.65431 2.94034
H -5.00891 -1.49683 5.37542
H 0.56379 -0.33392 2.52210
H 0.39163 -5.35237 1.16518
H 0.37426 0.68811 4.37201
H -3.09409 -0.08011 4.80478
H -1.95593 -4.13833 -1.77684
H -5.87199 -3.14118 3.74241
H 1.71754 3.25378 -1.08528

The calculation puts the gap between HOMO and LUMO at 6.1 eV. The value obtained for the molar mass is 633.688 g mol⁻¹. The value obtained for the total energy is -75846.443 eV. As for the net charge: +3. The value obtained for the relative energy (zero: lowest compared OMol25 entry of this formula, charge and spin) is 2.4 kJ/mol. For the lowest unoccupied orbital energy, the calculation gives -10.3369 eV. Its maximum force is 0.018 Eh/bohr. The HOMO energy is -16.4 eV.

Löwdin population analysis, charges in e, atoms 1 to 5: 1.057, -0.079, -0.170, -0.162, 0.070

---

> Among the records above, which one has the highest net charge?

C39H38N2O3V

---

> Which formula does entry 1 have?

C21H25N2O

---

> Among the records above, which one has the lowest maximum force?

C39H38N2O3V

---

> Which value of total energy does entry 2 give?

-75846.443 eV